# C52H50FMnNO5P2S3

A structure of composition C52H50FMnNO5P2S3 at a distorted geometry (the ωB97M-V functional and the def2-TZVPD basis, OMol25).

Results
Kohn-Sham gap (spin up / spin down)   7.16 / 7.57 eV
⟨S²⟩   8.757
Multiplicity   6

Element x y z (Å)
Mn -1.032 0.305 0.765
S -0.268 2.401 3.318
S -1.289 -0.757 3.778
S 2.028 -0.179 4.304
P -1.072 -1.036 -1.438
P -2.771 2.013 0.743
F 3.675 -3.859 2.995
O -2.302 -1.359 0.807
O -0.030 1.683 -0.537
O -4.400 -1.974 1.203
O 1.547 3.096 -1.208
O 0.856 -0.085 1.361
N 4.447 0.215 -0.634
C 0.898 -2.942 -2.256
C -4.538 -3.248 -1.305
C 6.671 -1.450 0.019
C 3.445 1.108 -0.834
C 1.724 -4.024 -2.011
C 5.668 0.343 -1.429
C -0.579 -0.306 -3.038
C 2.830 -1.989 1.844
C 5.116 -2.679 1.552
C 3.867 -2.841 2.127
C 5.357 0.694 -2.885
C 3.020 -0.944 0.934
C -1.323 4.251 0.207
C 2.232 1.053 -0.219
C 0.214 1.140 -5.284
C 1.810 -4.562 -0.738
C -2.535 -2.711 -3.130
C -2.102 4.623 -2.406
C -0.299 -1.569 5.087
C -1.509 0.070 -4.004
C -4.620 -3.766 -2.583
C -3.468 -2.441 -0.934
C -5.435 1.043 0.686
C 0.255 -2.922 0.058
C 1.070 -4.012 0.294
C 4.270 -0.794 0.294
C -5.161 0.019 -1.875
C 0.155 -2.383 -1.220
C -3.602 -3.510 -3.491
C -2.470 -2.138 -1.863
C -4.252 1.258 -0.013
C -6.331 -0.195 -1.165
C 1.173 2.060 -0.681
C 1.512 2.565 3.739
C -2.011 0.668 4.658
C 5.322 -1.657 0.642
C -1.081 1.853 4.870
C 6.472 -0.955 -1.403
C 1.938 0.004 0.712
C -2.266 3.390 -0.353
C -4.118 0.711 -1.289
C 0.748 0.090 -3.194
C 1.139 0.807 -4.308
C -3.480 3.018 2.118
C -6.461 0.310 0.116
C -0.794 5.294 -0.521
C -1.109 0.764 -5.132
C 2.159 1.599 4.715
C -3.424 -1.889 0.474
C -2.653 3.583 -1.673
C 0.919 -0.827 5.614
C -1.177 5.481 -1.838
H 7.244 -0.722 0.603
H 1.122 -4.436 1.286
H 2.444 -5.416 -0.557
H -1.740 -2.532 -3.838
H -5.460 -4.380 -2.876
H 1.874 -2.081 2.326
H 5.020 1.718 -3.008
H 4.599 0.025 -3.285
H -2.399 4.764 -3.435
H 5.933 -1.720 -1.965
H 1.652 3.580 4.122
H 5.925 -3.335 1.837
H 7.233 -2.384 0.013
H -0.062 5.946 -0.071
H 1.986 2.486 2.761
H -5.300 -3.447 -0.564
H 3.616 1.916 -1.527
H -3.971 2.371 2.840
H -3.633 -3.944 -4.480
H -2.399 0.324 5.619
H 0.828 -2.529 -3.253
H 3.232 1.805 4.711
H -3.369 2.928 -2.148
H -7.135 -0.764 -1.608
H -5.551 1.419 1.690
H -1.652 2.695 5.268
H 2.165 1.123 -4.414
H -2.674 3.548 2.622
H 1.470 -0.168 -2.430
H 0.631 0.007 6.250
H -3.166 0.814 -1.802
H 7.431 -0.785 -1.894
H -0.297 1.615 5.577
H 6.269 1.150 -0.987
H 0.005 -2.509 4.628
H -7.361 0.123 0.683
H -1.837 1.021 -5.888
H -2.844 0.955 4.017
H 2.301 -4.449 -2.821
H -0.751 6.289 -2.412
H -2.549 -0.200 -3.879
H -5.061 -0.379 -2.876
H -0.317 -2.475 0.862
H -0.972 4.065 1.212
H 1.523 -1.520 6.204
H 0.519 1.706 -6.151
H -4.189 3.743 1.722
H 1.801 1.745 5.734
H 6.262 0.574 -3.473
H -0.973 -1.790 5.918